## P
A molecular structure, C6H13N3, computed with ωB97M-V/def2-TZVPD.

## Properties
Spin multiplicity: 1
HOMO level, eV: -8.453
Orbital gap, hartree: 0.3436

Each line ends with the Mulliken charge.
CARTESIAN COORDINATES (ANGSTROEM)
C1 2.971 -0.883 -0.521  -0.757
C2 1.507 0.865 0.264  -0.655
C3 0.082 0.552 0.027  0.026
C4 -2.611 -1.452 0.224  -0.991
C5 -2.111 0.952 0.109  -0.559
C6 -0.750 1.551 -0.355  -0.020
H1 3.925 -1.626 -0.046  0.278
H2 3.782 -0.085 -0.861  0.276
H3 2.256 -1.438 -1.306  0.231
H4 1.829 -0.898 1.449  0.292
H5 1.644 1.542 1.158  0.229
H6 2.034 1.519 -0.618  0.304
H7 -3.444 -1.594 -0.319  0.443
H8 -2.110 -2.350 -0.228  0.332
H9 -2.838 -1.462 1.255  0.355
H10 -1.883 0.773 1.513  0.186
H11 -3.263 1.469 -0.339  0.232
H12 -0.400 2.614 0.001  0.294
H13 -0.529 1.263 -1.466  0.225
N1 2.270 -0.261 0.649  -0.300
N2 -0.434 -0.650 -0.189  -0.393
N3 -1.926 -0.402 -0.400  -0.028

=====

## Q
A single C6H13N3 molecule, computed with ωB97M-V/def2-TZVPD.

## Properties
Spin multiplicity: 1
HOMO level, eV: -9.032
Orbital gap, hartree: 0.3694
SMILES string: [H]/N=C/[C@](C)(N)/C(C)=N/C

Each line ends with the Mulliken charge.
CARTESIAN COORDINATES (ANGSTROEM)
H1 -0.102 -1.406 2.970  0.237
N1 -0.058 -1.034 2.024  -0.480
C1 0.920 -0.293 1.752  -0.637
C2 0.939 0.346 0.386  1.316
C3 2.152 -0.143 -0.408  -1.693
N2 1.059 1.783 0.599  -0.790
C4 -0.443 -0.056 -0.226  0.636
C5 -0.545 -1.416 -0.859  -1.627
N3 -1.301 0.876 -0.273  -0.372
C6 -2.565 0.737 -0.938  -0.954
H2 1.693 0.068 2.440  0.465
H3 3.060 0.214 0.077  0.437
H4 2.186 -1.228 -0.462  0.334
H5 2.110 0.260 -1.419  0.364
H6 1.151 2.245 -0.300  0.270
H7 0.186 2.121 0.999  0.315
H8 0.040 -2.131 -0.288  0.432
H9 -1.586 -1.745 -0.888  0.490
H10 -0.166 -1.376 -1.884  0.303
H11 -2.533 0.145 -1.856  0.315
H12 -2.912 1.749 -1.190  0.314
H13 -3.285 0.285 -0.258  0.326

=====

## R
A single C6H13N3 molecule, computed with ωB97M-V/def2-TZVPD.

## Properties
Spin multiplicity: 1
HOMO level (spin up / spin down), eV: -7.727 / -7.725
Orbital gap (spin up / spin down), hartree: 0.3142 / 0.3141

Each line ends with the Mulliken charge.
CARTESIAN COORDINATES (ANGSTROEM)
C1 1.074 2.377 -1.642  -0.652
C2 -0.469 2.106 -1.685  -0.470
C3 1.380 1.728 -0.282  -0.615
C4 0.275 -2.865 0.882  -1.079
C5 -1.568 -1.098 1.324  -1.112
C6 -0.354 -1.561 0.479  0.349
N1 -0.716 0.802 -1.086  -0.593
N2 0.630 -0.463 0.592  -1.041
N3 0.498 0.534 -0.165  1.005
H1 1.704 1.857 -2.483  0.247
H2 1.410 3.329 -1.573  0.423
H3 -0.916 2.811 -1.003  0.320
H4 -0.768 2.213 -2.748  0.310
H5 2.323 1.304 -0.077  0.408
H6 1.040 2.356 0.618  0.270
H7 -0.557 -3.709 0.711  0.284
H8 1.170 -3.272 0.322  0.323
H9 0.660 -2.736 1.976  0.269
H10 -1.229 -1.166 2.472  0.232
H11 -2.252 -1.931 1.180  0.336
H12 -1.943 -0.011 1.025  0.301
H13 -0.779 -1.428 -0.530  0.485

=====

## S
A single C6H13N3 molecule, computed with ωB97M-V/def2-TZVPD.

## Properties
Spin multiplicity: 1
HOMO level (spin up / spin down), eV: -6.367 / -6.365
Orbital gap (spin up / spin down), hartree: 0.2588 / 0.2586

Each line ends with the Mulliken charge.
CARTESIAN COORDINATES (ANGSTROEM)
C1 1.105 0.450 0.021  1.254
C2 -0.985 1.265 0.260  -0.998
C3 0.347 1.682 -0.304  -0.688
C4 1.927 -0.222 -1.035  -1.520
C5 1.589 0.252 1.424  -1.413
C6 -1.473 -0.018 0.002  0.922
N1 -0.976 -2.192 -0.766  -0.900
N2 -2.855 -0.287 -0.042  -0.614
N3 -0.573 -0.958 -0.263  0.025
H1 -1.489 1.902 0.975  0.279
H2 -1.931 -2.219 -1.111  0.271
H3 -0.798 -2.947 -0.115  0.209
H4 -3.429 0.523 0.130  0.236
H5 -3.145 -1.089 0.505  0.233
H6 0.328 1.899 -1.374  0.266
H7 0.715 2.563 0.228  0.283
H8 1.445 -0.184 -2.009  0.385
H9 2.900 0.287 -1.098  0.395
H10 2.111 -1.267 -0.785  0.313
H11 1.108 0.922 2.136  0.380
H12 2.671 0.418 1.476  0.399
H13 1.409 -0.779 1.745  0.284

=====

Q takes first place; second place is 62.6 kcal/mol up.

=====

## P
A single C6H13N3 molecule, computed with ωB97M-V/def2-TZVPD.

## Properties
Spin multiplicity: 1
HOMO level, eV: -6.670
Orbital gap, hartree: 0.2550

Each line ends with the Mulliken charge.
CARTESIAN COORDINATES (ANGSTROEM)
C1 0.782 -0.183 -1.955  -1.228
C2 1.468 0.261 -0.700  0.570
N1 0.730 1.503 0.002  -0.243
N2 2.727 0.159 -0.551  -0.761
H1 -0.104 1.754 -0.530  0.357
H2 1.337 2.332 0.044  0.355
H3 3.098 0.602 0.286  0.209
H4 0.985 0.531 -2.762  0.375
H5 1.190 -1.151 -2.241  0.317
H6 -0.293 -0.293 -1.827  0.288
C3 -2.234 -0.301 0.402  -1.259
C4 -1.022 -1.203 0.635  0.740
C5 0.221 -0.583 0.999  -0.262
C6 0.329 0.850 1.346  -0.991
N3 -1.087 -2.487 0.490  -0.841
H7 -2.017 -2.772 0.186  0.215
H8 0.966 -1.251 1.407  0.438
H9 -2.021 0.533 -0.276  0.236
H10 -3.059 -0.866 -0.033  0.439
H11 -2.584 0.132 1.343  0.298
H12 1.150 1.062 2.031  0.333
H13 -0.563 1.369 1.703  0.413

=====

## Q
A single C6H13N3 molecule, computed with ωB97M-V/def2-TZVPD.

## Properties
Spin multiplicity: 1
HOMO level, eV: -8.170
Orbital gap, hartree: 0.3370
SMILES string: CC1(C)N2[C@](C)(N)[C@]21N

Each line ends with the Mulliken charge.
CARTESIAN COORDINATES (ANGSTROEM)
C1 1.361 -1.506 0.182  -1.483
C2 1.090 -0.054 -0.142  1.452
C3 2.348 0.744 -0.394  -1.682
N1 -0.194 0.283 -1.136  -1.015
C4 -1.277 -0.022 -0.230  1.742
C5 -1.704 -1.438 0.128  -1.456
N2 -2.405 0.874 -0.317  -0.761
C6 -0.058 0.710 0.310  -0.503
N3 -0.003 2.065 0.710  -0.631
H1 0.870 -1.833 1.094  0.326
H2 2.431 -1.667 0.309  0.430
H3 1.031 -2.152 -0.630  0.322
H4 2.973 0.236 -1.127  0.395
H5 2.923 0.840 0.529  0.348
H6 2.094 1.742 -0.742  0.464
H7 -2.787 -1.473 0.237  0.463
H8 -1.439 -2.140 -0.660  0.314
H9 -1.280 -1.775 1.071  0.239
H10 -3.273 0.389 -0.514  0.255
H11 -2.272 1.554 -1.057  0.273
H12 0.506 2.169 1.580  0.220
H13 -0.933 2.453 0.800  0.289

=====

Q takes first place; second place is 27.5 kcal/mol up.

=====

## P
A single C19H24N4O3 molecule, computed with ωB97M-V/def2-TZVPD.

## Properties
Spin multiplicity: 1
HOMO level, eV: -8.292
Orbital gap, hartree: 0.3242
SMILES string: [H]/N=c1/[nH]cc(C(=O)N2C[C@H](C)[C@H](NC(=O)CCc3cccc(C)c3)C2)o1

Each line ends with the Mulliken charge.
CARTESIAN COORDINATES (ANGSTROEM)
H1 1.920 4.139 6.865  0.251
N1 1.838 5.117 6.611  -0.792
C1 1.437 5.248 5.423  0.403
N2 1.210 6.428 4.755  -0.074
C2 0.766 6.167 3.473  -0.291
C3 0.733 4.841 3.328  0.401
C4 0.280 4.076 2.146  0.229
O1 -0.330 4.667 1.268  -0.684
N3 0.513 2.744 2.095  0.143
C5 1.490 1.969 2.872  -0.544
C6 1.872 0.824 1.929  0.185
C7 3.004 1.230 0.993  -1.654
C8 0.537 0.585 1.209  -0.108
N4 0.628 -0.238 0.027  -0.084
C9 -0.473 -0.850 -0.489  0.371
O2 -1.576 -0.700 0.002  -0.661
C10 -0.222 -1.765 -1.673  -0.269
C11 -1.381 -1.744 -2.685  -1.191
C12 -1.853 -3.125 -3.061  0.243
C13 -2.737 -3.807 -2.232  -0.433
C14 -3.142 -5.093 -2.555  -0.657
C15 -2.667 -5.709 -3.703  -0.540
C16 -1.781 -5.048 -4.546  0.753
C17 -1.242 -5.721 -5.779  -1.436
C18 -1.388 -3.757 -4.208  -0.438
C19 0.018 2.000 0.942  -1.195
O3 1.139 4.248 4.526  -0.362
H2 1.327 7.329 5.180  0.164
H3 0.502 6.936 2.771  0.486
H4 2.349 2.581 3.136  0.455
H5 1.045 1.593 3.795  0.229
H6 2.165 -0.055 2.505  0.400
H7 2.730 2.088 0.376  0.313
H8 3.884 1.505 1.575  0.431
H9 3.309 0.417 0.331  0.463
H10 -0.149 0.086 1.898  0.343
H11 1.520 -0.374 -0.414  0.236
H12 -0.130 -2.770 -1.252  0.363
H13 0.734 -1.537 -2.148  0.286
H14 -1.084 -1.197 -3.581  0.518
H15 -2.209 -1.202 -2.228  0.406
H16 -3.110 -3.322 -1.337  0.450
H17 -3.839 -5.615 -1.912  0.381
H18 -2.995 -6.712 -3.953  0.385
H19 -0.937 -4.989 -6.526  0.366
H20 -0.369 -6.332 -5.539  0.281
H21 -1.988 -6.377 -6.228  0.381
H22 -0.708 -3.223 -4.866  0.323
H23 0.426 2.399 0.008  0.361
H24 -1.067 2.048 0.878  0.414

=====

## Q
A single C19H24N4O3 molecule, computed with ωB97M-V/def2-TZVPD.

## Properties
Spin multiplicity: 1
HOMO level, eV: -8.158
Orbital gap, hartree: 0.3234
SMILES string: CCCc1cc(=O)[nH]c(N2CCN(Cc3ccc4c(c3)OCO4)CC2)n1

Each line ends with the Mulliken charge.
CARTESIAN COORDINATES (ANGSTROEM)
C1 5.572 2.825 0.999  -1.119
C2 4.210 3.165 0.407  -0.356
C3 3.953 2.421 -0.910  -1.019
C4 3.830 0.946 -0.672  0.529
C5 4.810 0.065 -1.021  -0.460
C6 4.657 -1.329 -0.743  0.124
O1 5.429 -2.238 -0.980  -0.706
N1 3.435 -1.631 -0.111  0.061
C7 2.501 -0.696 0.209  0.504
N2 1.384 -1.058 0.888  0.046
C8 0.870 -2.406 0.977  -1.162
C9 -0.195 -2.633 -0.100  -0.568
N3 -1.266 -1.676 0.094  0.261
C10 -2.398 -1.911 -0.786  -1.175
C11 -3.593 -1.099 -0.359  0.402
C12 -3.939 -1.053 0.984  -0.335
C13 -5.036 -0.328 1.438  -1.014
C14 -5.776 0.342 0.494  1.032
C15 -5.436 0.298 -0.859  0.865
C16 -4.349 -0.410 -1.309  -1.213
O2 -6.331 1.047 -1.577  -0.500
C17 -7.248 1.561 -0.635  -0.246
O3 -6.892 1.120 0.657  -0.483
C18 -0.755 -0.321 -0.024  -0.444
C19 0.319 -0.086 1.037  -1.140
N4 2.681 0.569 -0.066  -0.199
H1 6.367 3.095 0.308  0.278
H2 5.728 3.365 1.930  0.361
H3 5.644 1.759 1.203  0.305
H4 4.152 4.240 0.223  0.369
H5 3.423 2.898 1.115  0.273
H6 3.016 2.781 -1.338  0.298
H7 4.765 2.619 -1.610  0.369
H8 5.718 0.382 -1.505  0.408
H9 3.310 -2.609 0.112  0.113
H10 1.660 -3.151 0.892  0.431
H11 0.402 -2.513 1.961  0.362
H12 -0.602 -3.643 -0.003  0.512
H13 0.271 -2.538 -1.099  0.270
H14 -2.152 -1.689 -1.840  0.318
H15 -2.652 -2.974 -0.720  0.402
H16 -3.327 -1.591 1.690  0.440
H17 -5.300 -0.291 2.481  0.427
H18 -4.098 -0.430 -2.356  0.407
H19 -8.263 1.209 -0.879  0.244
H20 -7.231 2.663 -0.666  0.243
H21 -1.582 0.374 0.125  0.478
H22 -0.318 -0.139 -1.023  0.244
H23 0.750 0.908 0.934  0.430
H24 -0.118 -0.209 2.032  0.333

=====

P takes first place; second place is 16.1 kcal/mol up.

=====

## P
2 unconnected molecules or ions with the total composition C2H8N2O, computed with ωB97M-V/def2-TZVPD.

## Properties
Spin multiplicity: 1
HOMO level, eV: -9.220
Orbital gap, hartree: 0.3786
SMILES string: [H]/N=C/NC.O

Each line ends with the Mulliken charge.
CARTESIAN COORDINATES (ANGSTROEM)
H1 0.383 1.684 2.033  0.245
N1 0.438 0.790 1.552  -0.650
C1 0.043 1.012 0.361  0.093
N2 0.013 0.097 -0.653  -0.251
C2 -1.190 0.104 -1.485  -0.920
H2 -0.395 1.973 0.055  0.286
H3 0.261 -0.848 -0.357  0.270
H4 -1.099 -0.680 -2.232  0.312
H5 -1.327 1.061 -1.988  0.321
H6 -2.093 -0.076 -0.903  0.331
O1 1.446 -1.861 0.874  -0.724
H7 1.223 -1.131 1.488  0.374
H8 2.296 -2.122 1.257  0.315

=====

## Q
2 unconnected molecules or ions with the total composition C2H8N2O, computed with ωB97M-V/def2-TZVPD.

## Properties
Spin multiplicity: 1
HOMO level, eV: -8.644
Orbital gap, hartree: 0.3498
SMILES string: [H]/N=C/NC.O

Each line ends with the Mulliken charge.
CARTESIAN COORDINATES (ANGSTROEM)
H1 2.163 1.969 1.255  0.248
N1 1.747 2.098 0.345  -0.708
C1 1.446 0.972 -0.184  0.160
N2 0.754 0.789 -1.318  -0.275
C2 0.214 -0.447 -1.851  -0.668
H2 1.947 0.119 0.283  0.222
H3 0.538 1.630 -1.838  0.256
H4 0.731 -1.212 -1.267  0.247
H5 0.470 -0.528 -2.907  0.271
H6 -0.852 -0.600 -1.690  0.249
O1 -2.928 -1.544 2.668  -0.637
H7 -2.575 -2.109 3.371  0.320
H8 -3.655 -1.137 3.133  0.317

=====

## R
2 unconnected molecules or ions with the total composition C2H8N2O, computed with ωB97M-V/def2-TZVPD.

## Properties
Spin multiplicity: 1
HOMO level, eV: -7.581
Orbital gap, hartree: 0.3083
SMILES string: N/C=C\N.O

Each line ends with the Mulliken charge.
CARTESIAN COORDINATES (ANGSTROEM)
N1 -0.876 -1.067 -0.909  -0.548
C1 -0.679 -0.372 0.251  -0.352
C2 0.525 -0.182 0.832  -0.259
N2 1.630 -0.964 0.549  -0.580
H1 -1.500 -0.611 -1.568  0.260
H2 0.004 -1.336 -1.347  0.216
H3 -1.558 0.146 0.626  0.477
H4 0.568 0.283 1.817  0.339
H5 1.401 -1.913 0.260  0.178
H6 2.328 -0.981 1.289  0.255
O1 -0.544 2.707 -0.637  -0.658
H7 -1.425 2.316 -0.730  0.315
H8 0.125 1.976 -0.433  0.357

=====

P takes first place; second place is 12.5 kcal/mol up.